Record 1
14
Properties=species:S:1:pos:R:3:lowdin_charge:R:1 method="wB97M-V/def2-TZVPD" lumo_ev="-1.086 / -1.085" homo_energy_ev="-8.88 / -8.88" homo_lumo_gap_ha="0.2864 / 0.2865"
O 1.8496 0.3745 0.4058 -0.05
N 1.3443 -1.8923 -0.1265 0.12
C -1.1984 -0.5684 -0.4277 -0.02
C -0.3189 -0.5358 0.7146 -0.19
C 1.1376 -0.6995 0.3280 -0.61
C 0.1388 1.6483 -0.2964 0.20
C -0.8717 0.8284 0.2657 -0.21
H 2.3039 -2.0276 -0.4348 0.04
H -0.6679 -0.8670 1.6863 0.15
H -2.1964 -0.9891 -0.3490 0.11
H -1.6162 1.3067 0.8985 0.13
H -0.7186 -0.6812 -1.3964 0.12
H 0.7677 1.3724 -1.1206 0.10
H 0.0462 2.7307 -0.1475 0.11

***

Record 2
14
Properties=species:S:1:pos:R:3:lowdin_charge:R:1 method="wB97M-V/def2-TZVPD" lumo_ev=1.107 homo_energy_ev=-8.98 homo_lumo_gap_ha=0.3709
O 1.4208 -1.2202 1.0141 -0.01
N -0.2452 -0.7982 -0.8088 -0.04
C 0.5592 -0.1942 1.5150 -0.11
C 0.0845 -1.1841 0.5568 -0.34
C -1.3192 0.1552 -0.5847 -0.11
C 0.5589 0.3881 -1.2575 -0.14
C -0.5984 1.2550 -0.8009 -0.05
H 0.7584 0.8057 1.1342 0.10
H 1.5636 0.4316 -0.8267 0.11
H -0.7784 2.3183 -0.7503 0.09
H -0.5771 -1.9918 0.8750 0.15
H 0.6328 0.3927 -2.3489 0.12
H 0.2649 -0.2435 2.5583 0.11
H -2.3248 -0.1146 -0.2757 0.12

***

Here are the calculated relative energy (zero: lowest compared OMol25 entry of this formula, charge and spin) numbers, same order: 384.19; 382.17 (kJ/mol).